Entry 1:
Entry from OMol25: a gas-phase ion, C4H9N2OS (charge -1) (the ωB97M-V functional and the def2-TZVPD basis).

The geometry in XYZ format:
```
17
Properties=species:S:1:pos:R:3
N -2.14875 0.53435 0.15518
C -0.82160 -0.03622 0.45345
C -0.09468 0.92023 1.41189
S -0.28404 0.41372 3.15597
C -0.12596 -0.23505 -0.88848
N 1.11816 -0.96197 -0.71109
C 2.18233 -0.76666 -1.50887
O 2.16619 -0.16193 -2.56830
H -2.82781 -0.20076 -0.01000
H -2.45187 1.07390 0.95401
H -0.88784 -0.98365 0.97934
H -0.49659 1.92570 1.24380
H 0.95982 1.02357 1.15170
H 0.05811 0.72365 -1.37283
H -0.81570 -0.78831 -1.53267
H 1.33549 -1.31594 0.20766
H 3.13474 -1.16462 -1.12077
```

HOMO-LUMO gap = 6.3 eV
SMILES = N[C@H](C[S-])CNC=O
2S+1 = 1
Lowest unoccupied orbital energy = 3.566 eV
Charge = -1
HOMO energy = -2.7 eV
Relative energy (zero: lowest compared OMol25 entry of this formula, charge and spin) = 13.2 kcal per mole



Entry 2:
Entry from OMol25: a molecular structure, C4H9N2OS (the ωB97M-V functional and the def2-TZVPD basis).

The geometry in XYZ format:
```
17
Properties=species:S:1:pos:R:3
C 1.14997 0.97252 -0.40532
C 0.53242 1.03718 -1.73908
C -0.28865 0.57276 -0.58522
C -1.22599 1.45874 0.10568
N 0.53955 -2.85646 1.75362
N -0.69849 -1.21768 -0.20295
O -1.34367 -1.27041 0.91513
S 1.08032 -2.38061 0.21553
H 1.76019 0.17324 -0.16850
H 1.49447 1.90157 -0.11566
H 0.27449 2.05951 -1.98566
H 0.89013 0.45760 -2.61106
H -2.12798 0.99694 0.39781
H -1.19945 2.41999 -0.37002
H -0.78987 1.58563 1.16983
H 0.05922 -3.78828 1.67646
H -0.10667 -2.12225 1.94940
```

HOMO-LUMO gap (spin up / spin down) = 6.2 / 6.2 eV
2S+1 = 1
Lowest unoccupied orbital energy (spin up / spin down) = 3.959 / 3.959 eV
Charge = -1
HOMO energy (spin up / spin down) = -2.3 / -2.3 eV
Relative energy (zero: lowest compared OMol25 entry of this formula, charge and spin) = 151.9 kcal per mole